Below is C36H63Br9O21S3 as an isolated structure in a non-equilibrium geometry, with properties calculated with ωB97M-V/def2-TZVPD.

Each line ends with the Mulliken charge.
Cartesian coordinates (Å):
Br 0.53084 -2.69458 -6.41251  0.0020
S -6.33999 -2.10308 3.18060  1.0053
C -5.23351 -0.05093 -4.61012  -0.2683
C 2.44797 8.01858 2.75188  -0.3754
O -5.73656 -1.21532 -2.47580  -0.6098
H -2.38505 -1.10157 0.56489  0.2805
O -1.42499 4.19120 -8.28630  -0.5721
H 2.82352 3.09234 -0.54131  0.1832
H 5.70808 -2.75314 0.73211  0.1696
H -6.38424 -5.31470 -2.04159  0.2381
C 7.50231 -1.91100 1.47063  0.5486
H -6.10119 1.30417 0.80163  0.2543
H 5.83941 -4.03913 2.46935  0.2701
C -1.55286 1.66958 -0.06396  -0.2157
H 5.84696 -0.46078 7.27129  0.3380
C 6.74778 -3.06819 0.82081  -0.2657
O 3.25800 -0.47526 6.37240  -0.5967
H -6.86486 -0.21124 -6.04000  0.2930
Br -1.90385 -1.34700 5.90192  0.0256
C 2.83846 6.54806 3.14589  0.5393
Br -2.16087 1.71392 4.94885  0.0048
H 7.98319 -0.95825 5.95386  0.2912
H -7.34232 2.31599 1.45173  0.3836
O 7.53241 -0.73362 1.10238  -0.6459
H -4.44505 -4.76644 -0.76876  0.1990
H 3.84304 9.11569 1.26872  0.3748
C 8.07051 -3.75091 2.70373  -0.3984
O -7.08421 0.36242 -3.28181  -0.3540
H 1.28294 -3.45265 -4.12233  0.4043
O -5.04575 -2.81122 3.15988  -0.5174
H 3.10072 1.81406 -2.28954  0.1482
O 5.49926 -0.87084 5.12441  -0.1915
H -7.71037 0.37149 3.21404  0.4074
C -7.65038 -2.96863 2.17976  -0.8330
C -5.97025 -0.37522 -3.32610  0.5109
O -4.07543 -6.26208 -3.48491  -0.3581
H 0.08597 1.69300 -8.63661  0.2435
C 7.57975 0.03712 6.13984  -1.2291
H 4.26377 0.64526 3.18418  0.3461
O 4.07318 6.32687 2.88699  -0.3420
H -1.02778 3.40395 1.36152  0.3075
C 4.84436 2.79354 -3.10536  -0.4199
C -0.29173 2.16603 -5.65352  -0.3770
H -8.09712 -3.73567 2.81236  0.3585
H 8.92517 -4.23642 2.23263  0.2718
H 2.50286 0.80386 3.90279  0.3771
O -1.03807 -0.47396 -1.90944  -0.5258
Br -1.46127 -6.64209 3.14508  0.0219
Br -3.18604 0.89781 7.91399  -0.0336
C -0.86766 3.35499 -7.62435  0.4915
O 3.31024 -2.01043 4.33207  -0.5535
C -3.53005 -5.75369 -2.32009  0.4018
Br 2.10693 -5.40887 -5.80424  -0.0444
H 7.93850 0.62222 6.98664  0.3827
H 1.10422 3.05538 -8.60302  0.2898
C 6.76886 -4.11949 1.90565  -0.4903
C 3.74746 3.29131 -1.08431  -0.2952
Br 0.90811 -6.39539 5.04909  0.0007
O -2.37707 -5.30082 -2.27084  -0.6338
O 1.01009 -1.03306 -0.56668  -0.5375
O -6.11590 -0.69589 2.25212  -0.1741
H 4.70384 6.93204 1.10358  0.1686
H -1.93189 1.52594 -1.07579  0.3750
H 5.84661 3.06192 -2.77135  0.2716
C -3.03705 0.29788 6.04673  -0.3026
H 6.88699 -5.10292 1.45066  0.2940
H -4.15226 -6.59352 -0.54861  0.2433
H 4.88616 2.21258 -4.02669  0.3615
H -6.94865 2.18863 -4.24291  0.2854
H 3.95823 1.48273 4.60353  0.3130
H -0.47545 3.61589 -0.26698  0.3113
C 6.05509 -0.09790 6.26476  -0.1909
H -4.86464 -0.95887 -5.08726  0.2747
C -1.27789 3.17615 0.32534  -1.3209
H -8.25343 1.05684 -4.79380  0.2889
C -7.21007 0.29183 2.24892  -0.1278
H 1.65204 8.08311 2.00998  0.2480
C -5.40270 -6.76588 -3.23090  -0.3731
C 0.44085 -6.64602 3.24177  -0.2747
H 7.84072 0.68630 5.30404  0.3165
C 4.08454 2.14632 -1.95819  -0.4473
C -5.73539 -6.16859 -1.84671  -0.5277
H 1.31179 1.14519 -6.61760  0.3103
C 0.35905 2.53536 -8.00103  -0.4278
H 5.72601 7.55546 2.36979  0.3394
C -6.32296 0.54146 -5.46739  -0.4798
H -6.17207 -6.96245 -1.24076  0.3323
H -7.99131 0.00289 1.54586  0.2558
C 3.55780 4.35532 -2.12219  0.5567
H -0.70715 1.15957 -5.60286  0.1371
O 2.82930 5.30616 -2.10023  -0.6296
O 8.21455 -2.34611 2.51165  -0.3678
O 2.17559 5.70197 3.70310  -0.6359
H -5.87875 1.31882 -6.08909  0.2858
H 7.20273 -3.28442 -0.14581  0.3096
C -1.35688 -1.46153 0.60183  -0.9804
H 4.10257 9.27584 2.95110  0.2109
H -4.07512 0.21318 5.72526  0.2967
H 4.59442 3.61339 -0.47848  0.2438
H -5.48454 -7.85164 -3.18053  0.2179
Br 3.43913 -2.53239 -4.89224  -0.0361
H 0.83341 -5.75662 2.74884  0.2749
H -5.79842 2.03660 2.29344  0.3231
H 5.71272 0.93475 6.33180  0.3199
S -0.36137 -0.55754 -0.65344  1.0079
C -4.43106 -5.76665 -1.20178  -0.0468
C 0.89343 2.15153 -6.59898  -0.3533
H -2.18092 3.77950 0.23253  0.3976
C -7.22054 1.15563 -4.45992  -0.4316
H 2.06198 8.57054 3.60887  0.2853
H -4.40072 0.64153 -4.48729  0.2005
S 3.83945 -0.85827 5.08246  1.0148
H 7.98040 -3.86797 3.78367  0.3116
C 3.57337 0.64110 4.02766  -0.9427
C 1.71055 -3.52879 -5.12206  -0.3403
C -6.60487 1.56409 1.73267  -1.2840
H -2.39667 1.29990 0.51864  0.3002
C 3.73367 8.57065 2.20630  -0.4969
H -0.96755 -1.21266 1.58905  0.3626
H -7.05721 -3.40784 1.37766  0.2275
Br 1.28315 -8.17385 2.36041  -0.0275
C 4.68813 7.34372 2.11273  -0.3178
H -1.21214 -2.52776 0.42774  0.4406
H 1.60409 2.90521 -6.25982  0.2391
O -1.18130 3.10510 -6.30563  -0.3368
H -8.47495 -2.32327 1.87702  0.3339
O -0.36171 0.96752 0.04509  -0.1879
H -6.11147 -6.50823 -4.01788  0.3112
H 4.51269 1.27124 -1.46930  0.4021
O 4.11972 4.03872 -3.23431  -0.3706
O -6.87672 -1.67166 4.45715  -0.6072
H -0.11933 2.36595 -4.59598  0.3579

Cartesian forces, eV/Å:
0.36 -0.05 0.50
1.08 1.35 -0.21
0.23 -0.96 -0.42
-0.56 -0.74 -0.68
-0.02 1.22 -1.06
0.01 -0.37 -0.31
-0.03 -0.87 0.68
0.33 0.50 0.36
0.17 0.21 -0.73
-0.22 -0.10 0.57
0.12 2.56 -1.51
-0.09 -0.07 -0.27
0.31 -0.22 0.29
-1.24 2.41 -0.12
-0.52 -0.96 -0.48
-0.57 1.13 0.84
1.36 -1.23 -1.42
0.25 0.05 -0.15
-1.19 1.08 0.09
-3.21 0.51 1.32
-0.63 -0.72 0.53
0.57 0.23 0.49
-0.18 -0.09 0.30
-0.15 -2.52 0.87
0.13 -0.39 0.44
-0.96 -0.13 -0.13
-1.44 -0.01 -0.42
-0.45 0.20 0.52
-0.16 -0.66 -0.38
-2.92 1.33 -0.50
0.06 -0.35 -0.61
-1.35 0.25 1.57
0.49 -0.06 0.26
1.17 -0.02 0.90
0.54 -1.55 1.00
0.22 -0.10 0.58
-0.30 -0.26 0.32
-0.97 -0.01 -1.10
-0.71 -0.56 -0.46
3.16 -0.58 -0.20
0.30 -0.91 0.23
0.06 -0.12 1.03
-0.29 -0.53 -1.28
0.37 -0.08 0.11
0.11 -0.17 0.45
0.23 -0.37 -0.44
0.00 -0.07 0.05
-0.39 -0.13 -0.48
0.16 -0.31 -0.71
0.64 0.69 0.07
1.79 1.66 1.67
4.58 1.30 -1.97
-0.38 1.57 0.99
0.15 -0.73 0.40
-0.30 0.47 0.21
1.27 -0.60 -0.16
0.31 0.65 0.54
0.61 -0.22 0.89
-2.80 -1.31 -0.68
-1.71 0.83 -0.20
-0.80 -1.68 1.18
0.03 0.25 -0.24
0.16 0.73 -0.32
0.25 -0.18 -0.22
1.16 0.42 0.30
-0.28 -0.17 0.39
0.42 0.54 0.47
-0.24 0.42 -0.03
-0.19 0.03 0.13
-0.19 -0.06 0.45
-0.15 -0.12 -0.24
1.13 0.99 0.32
0.31 -0.03 0.43
-0.38 -0.55 -0.27
-0.08 0.45 0.32
0.15 -0.22 0.13
-0.12 -0.61 0.02
0.12 0.15 0.97
0.40 0.37 -0.60
-0.10 -0.27 -0.37
-0.37 -1.63 -0.43
-1.31 -0.38 -0.40
0.49 0.23 0.15
0.03 -0.21 0.89
-0.21 -0.25 0.59
0.85 0.52 -0.69
-0.72 0.47 -0.05
0.12 -0.39 -0.20
-2.57 0.74 1.16
-0.65 -0.01 -0.42
-0.21 0.94 0.86
0.21 0.56 0.12
-0.16 0.84 -0.48
-0.37 -0.24 -0.48
-0.10 -0.19 0.11
0.60 0.71 -0.44
0.40 -0.06 0.05
0.49 -0.52 -0.29
-0.14 -0.13 0.54
0.86 -0.20 -0.09
-1.03 -0.57 -0.31
-0.30 -0.35 -0.19
-0.35 -0.20 0.66
-0.76 -0.05 -0.71
1.02 0.21 2.15
-1.58 -0.49 0.21
0.63 -0.49 -0.20
-0.16 -0.14 -0.63
-1.02 0.33 0.11
0.22 -0.25 0.13
-0.03 -0.07 0.35
-1.82 1.33 -1.21
0.26 -0.50 -0.20
1.20 -0.27 1.20
1.17 -0.23 -0.77
0.76 0.34 -0.95
0.32 -0.37 0.77
2.02 0.37 0.58
0.28 0.09 -0.17
-0.44 0.08 -0.19
-0.32 0.38 0.38
-0.63 0.58 -1.01
-0.31 0.13 -0.23
0.29 -0.21 -0.17
-0.67 0.17 0.11
0.54 0.34 -0.11
1.27 -2.56 -0.30
0.35 0.60 -0.04
0.44 0.23 -0.09
2.03 -1.14 -3.04
0.22 -0.60 -1.14
0.17 0.96 -0.28

Computed properties:
HOMO level ... -10.0 eV
Molar mass ... 1647.2 g mol⁻¹
Energy ... -27350.08860 a.u.
Kohn-Sham gap ... 0.3537 Ha